Computed, not measured: 12 unconnected molecules or ions with the total composition C58H112O36 at a distorted geometry, with the ωB97M-V functional and the def2-TZVPD basis.

Each atom is followed by the atoms it is bonded to, with distances in Å.
Atoms and positions in Å:
1 O -10.5751 -4.6655 4.2208  C57 1.377, C74 1.468
2 O 5.8604 -10.0629 7.0039  C59 1.401, C77 1.461
3 O 0.8281 1.9843 11.3426  C43 1.404, C52 1.329
4 O 0.6907 -2.2264 -9.0069  C55 1.420, C78 1.389
5 O 8.1809 8.0628 8.3747  C88 1.420, C89 1.359
6 O -9.7742 -5.4566 -4.2523  C37 1.206
7 O -8.0179 -6.7904 -3.7168  C37 1.316, C87 1.475
8 O -5.8233 5.7708 6.8075  C64 1.324, C90 1.454
9 O -3.7040 5.8591 6.3674  C49 1.445, C64 1.263
10 O 1.9696 -0.4781 -8.1651  C78 1.268
11 O 3.8955 -6.4381 -3.2332  C83 1.200, C86 1.472
12 O -1.3187 -0.1793 0.2057  C38 1.445, C45 1.440
13 O 2.9203 2.9337 10.9559  C52 1.236
14 O -9.2771 -6.7675 6.3059  C66 1.452, C84 1.442
15 O 0.4611 10.4656 -8.3855  C40 1.233
16 O 1.9539 -7.2508 -3.6161  C83 1.223
17 O -8.9958 -9.3190 4.6539  C39 1.342, C80 1.375
18 O 3.7344 -8.5001 -2.9071  C60 1.383, C83 1.348
19 O 12.6138 12.4689 0.1305  C58 1.456, C71 1.432
20 O 6.1053 -13.7216 7.0251  C54 1.454, C92 1.398
21 O 1.5999 1.9585 9.4133  C52 1.302, C94 1.418
22 O 2.6837 -1.7314 -9.9014  C78 1.302, C91 1.407
23 O -1.1127 9.2250 -7.0931  C40 1.399, C67 1.340
24 O -0.8734 11.3538 -6.8471  C40 1.289, C53 1.404
25 O -7.6029 1.7968 -8.7894  C61 1.405, C72 1.398
26 O -8.5259 -0.0484 -10.7755  C62 1.485, C76 1.423
27 O -10.3754 -2.3342 -13.0841  C46 1.465, C70 1.440
28 O 3.3808 3.5729 0.3755  C51 1.439, C69 1.450
29 O -4.3044 5.8603 8.4517  C64 1.216
30 O -8.2546 -6.2030 -5.8162  C37 1.407, C79 1.443
31 O 6.5902 -6.8655 5.7979  C44 1.420, C81 1.392
32 O 8.0263 11.8085 -1.8762  C73 1.417, C85 1.435
33 O 10.2459 9.0504 8.8332  C89 1.237
34 O 9.2580 12.7741 0.6476  C56 1.404, C65 1.486
35 O 1.2949 1.4197 0.0524  C41 1.443, C50 1.414
36 O 9.9089 7.7769 6.9498  C47 1.446, C89 1.393
37 C -8.8277 -6.1498 -4.5327  O6 1.206, O7 1.316, O30 1.407
38 C -2.1037 0.1326 -0.9664  O12 1.445, H102 1.090, H163 1.090, H167 1.090
39 C -7.8140 -9.1702 5.2728  O17 1.342, H121 1.090, H145 1.090, H181 1.090
40 C -0.4362 10.3629 -7.5457  O15 1.233, O23 1.399, O24 1.289
41 C 1.2490 2.7314 -0.5479  O35 1.443, C51 1.488, H96 1.090, H186 1.090
42 C -5.8240 -6.3276 -6.2451  C79 1.572, H127 1.090, H202 1.090, H205 1.090
43 C -0.0221 1.0754 10.6932  O3 1.404, C94 1.526, H138 1.090, H151 1.090
44 C 5.8644 -7.7318 6.6568  O31 1.420, C59 1.566, H129 1.090, H143 1.090
45 C 0.0466 -0.5933 0.0107  O12 1.440, C50 1.508, H161 1.090, H188 1.090
46 C -10.2862 -1.0989 -12.3015  O27 1.465, C76 1.556, H109 1.090, H120 1.090
47 C 8.7983 7.0387 6.3911  O36 1.446, C88 1.560, H134 1.090, H189 1.090
48 C 5.4923 -6.1517 -1.3542  C86 1.539, H126 1.090, H141 1.090, H168 1.090
49 C -4.1466 5.5952 5.0173  O9 1.445, C82 1.536, C90 1.604, H104 1.090
50 C 1.0494 0.2619 -0.7210  O35 1.414, C45 1.508, H124 1.090, H147 1.090
51 C 1.9526 3.7346 0.2967  O28 1.439, C41 1.488, H117 1.090, H185 1.090
52 C 1.8817 2.3525 10.6215  O3 1.329, O13 1.236, O21 1.302
53 C -2.0247 11.0117 -6.1196  O24 1.404, C67 1.500, H114 1.090, H198 1.090
54 C 5.3963 -14.8924 7.5144  O20 1.454, H103 1.090, H123 1.090, H125 1.090
55 C 0.6611 -2.9362 -10.2370  O4 1.420, C91 1.559, H116 1.090, H148 1.090
56 C 10.3993 12.8012 1.4653  O34 1.404, C71 1.642, H140 1.090, H154 1.090
57 C -9.6110 -4.4366 5.1770  O1 1.377, C66 1.549, H133 1.090, H206 1.090
58 C 13.2045 11.5639 1.1067  O19 1.456, H108 1.090, H128 1.090, H130 1.090
59 C 6.7046 -9.0479 6.5341  O2 1.401, C44 1.566, H112 1.090, H183 1.090
60 C 5.0246 -8.2990 -2.4510  O18 1.383, C86 1.468, H139 1.090, H190 1.090
61 C -7.7796 2.0987 -7.4288  O25 1.405, H152 1.090, H165 1.090, H194 1.090
62 C -7.1367 -0.1320 -10.2564  O26 1.485, C72 1.549, H144 1.090, H166 1.090
63 C 0.3868 0.1207 8.3966  C94 1.578, H122 1.090, H132 1.090, H158 1.090
64 C -4.5873 5.8837 7.2694  O8 1.324, O9 1.263, O29 1.216
65 C 8.5076 11.4974 0.5198  O34 1.486, C73 1.547, H101 1.090, H175 1.090
66 C -8.7088 -5.6035 5.6488  O14 1.452, C57 1.549, H105 1.090, H177 1.090
67 C -1.7203 9.5529 -5.9449  O23 1.340, C53 1.500, C68 1.527, H182 1.090
68 C -0.7616 9.2613 -4.7922  C67 1.527, H136 1.090, H173 1.090, H191 1.090
69 C 3.9288 2.3195 0.8573  O28 1.450, H97 1.090, H98 1.090, H193 1.090
70 C -11.6865 -2.7398 -13.5211  O27 1.440, H149 1.090, H178 1.090, H203 1.090
71 C 11.6348 13.4149 0.5742  O19 1.432, C56 1.642, H118 1.090, H180 1.090
72 C -7.1784 0.4655 -8.8278  O25 1.398, C62 1.549, H157 1.090, H201 1.090
73 C 7.4613 11.4744 -0.6198  O32 1.417, C65 1.547, H106 1.090, H204 1.090
74 C -10.1899 -4.8788 2.8205  O1 1.468, H159 1.090, H162 1.090, H174 1.090
75 C 2.8394 -3.9142 -11.1058  C91 1.547, H119 1.090, H142 1.090, H184 1.090
76 C -8.8141 -0.9795 -11.8126  O26 1.423, C46 1.556, H110 1.090, H199 1.090
77 C 6.3119 -11.4183 6.6991  O2 1.461, C92 1.544, H95 1.090, H100 1.090
78 C 1.8697 -1.4972 -8.9127  O4 1.389, O10 1.268, O22 1.302
79 C -7.1430 -7.1174 -5.9168  O30 1.443, C42 1.572, C87 1.556, H197 1.090
80 C -10.0905 -9.0397 5.4372  O17 1.375, C84 1.539, H169 1.090, H170 1.090
81 C 6.5081 -5.5519 6.2516  O31 1.392, H171 1.090, H176 1.090, H195 1.090
82 C -3.3747 4.2796 4.8384  C49 1.536, H135 1.090, H146 1.090, H187 1.090
83 C 3.1238 -7.3557 -3.2756  O11 1.200, O16 1.223, O18 1.348
84 C -10.2704 -7.5176 5.5787  O14 1.442, C80 1.539, H107 1.090, H111 1.090
85 C 7.2570 11.5936 -3.0678  O32 1.435, H99 1.090, H131 1.090, H192 1.090
86 C 5.1950 -6.8606 -2.6871  O11 1.472, C48 1.539, C60 1.468, H172 1.090
87 C -7.1130 -7.6810 -4.4671  O7 1.475, C79 1.556, H153 1.090, H160 1.090
88 C 7.7044 7.0478 7.5039  O5 1.420, C47 1.560, C93 1.560, H113 1.090
89 C 9.4860 8.3610 8.1417  O5 1.359, O33 1.237, O36 1.393
90 C -5.7107 5.5784 5.3706  O8 1.454, C49 1.604, H164 1.090, H200 1.090
91 C 2.0689 -2.6034 -10.8184  O22 1.407, C55 1.559, C75 1.547, H196 1.090
92 C 5.5688 -12.5172 7.4896  O20 1.398, C77 1.544, H115 1.090, H179 1.090
93 C 6.2644 7.3916 7.0114  C88 1.560, H137 1.090, H155 1.090, H156 1.090
94 C 0.2886 1.4467 9.2460  O21 1.418, C43 1.526, C63 1.578, H150 1.090
95 H 7.3810 -11.5280 6.8808  C77 1.090
96 H 1.7898 2.6903 -1.4934  C41 1.090
97 H 3.7199 1.4889 0.1830  C69 1.090
98 H 5.0139 2.3830 0.9389  C69 1.090
99 H 7.0827 10.5363 -3.2676  C85 1.090
100 H 6.3497 -11.5390 5.6165  C77 1.090
101 H 7.9645 11.2837 1.4403  C65 1.090
102 H -3.0554 0.6369 -0.7989  C38 1.090
103 H 5.5572 -14.9362 8.5916  C54 1.090
104 H -3.6648 6.4291 4.5068  C49 1.090
105 H -8.4385 -5.9990 4.6697  C66 1.090
106 H 6.6229 12.1648 -0.5274  C73 1.090
107 H -11.1955 -7.2816 6.1046  C84 1.090
108 H 12.4648 10.9834 1.6581  C58 1.090
109 H -10.9366 -1.0507 -11.4282  C46 1.090
110 H -8.1859 -0.5430 -12.5891  C76 1.090
111 H -10.5182 -7.0025 4.6506  C84 1.090
112 H 7.5905 -8.9489 7.1615  C59 1.090
113 H 7.7525 6.2244 8.2165  C88 1.090
114 H -2.1208 11.6361 -5.2313  C53 1.090
115 H 4.4973 -12.4889 7.2915  C92 1.090
116 H 0.6006 -3.9980 -9.9984  C55 1.090
117 H 1.5816 3.7740 1.3209  C51 1.090
118 H 12.0918 14.1056 1.2828  C71 1.090
119 H 3.8888 -3.6754 -11.2786  C75 1.090
120 H -10.4377 -0.2267 -12.9374  C46 1.090
121 H -7.5231 -8.1331 5.4399  C39 1.090
122 H -0.5951 -0.3233 8.2329  C63 1.090
123 H 4.3466 -14.9282 7.2230  C54 1.090
124 H 1.9735 -0.2798 -0.9230  C50 1.090
125 H 5.8588 -15.8189 7.1743  C54 1.090
126 H 5.5402 -5.0812 -1.5537  C48 1.090
127 H -5.6598 -5.4395 -5.6349  C42 1.090
128 H 13.9573 12.0751 1.7068  C58 1.090
129 H 5.7706 -7.4396 7.7027  C44 1.090
130 H 13.8867 10.8378 0.6645  C58 1.090
131 H 6.2429 11.9910 -3.1104  C85 1.090
132 H 0.5989 0.2647 7.3372  C63 1.090
133 H -8.9773 -3.6016 4.8781  C57 1.090
134 H 8.6110 7.4307 5.3915  C47 1.090
135 H -2.2993 4.3398 5.0052  C82 1.090
136 H -1.2501 9.1314 -3.8266  C68 1.090
137 H 6.3129 8.3671 6.5276  C93 1.090
138 H 0.0960 0.0645 11.0833  C43 1.090
139 H 5.0703 -8.6158 -1.4090  C60 1.090
140 H 9.9713 13.3487 2.3050  C56 1.090
141 H 6.4410 -6.4346 -0.8980  C48 1.090
142 H 2.8279 -4.6134 -10.2697  C75 1.090
143 H 4.8223 -7.8759 6.3716  C44 1.090
144 H -6.3007 0.3858 -10.7267  C62 1.090
145 H -7.1430 -9.7437 4.6334  C39 1.090
146 H -3.8443 3.4899 5.4249  C82 1.090
147 H 0.6440 0.6711 -1.6464  C50 1.090
148 H -0.1699 -2.5204 -10.8068  C55 1.090
149 H -12.0046 -2.6000 -14.5542  C70 1.090
150 H -0.4302 2.2050 8.9355  C94 1.090
151 H -1.0562 1.3246 10.9311  C43 1.090
152 H -8.1755 3.1080 -7.5413  C61 1.090
153 H -7.2464 -8.7617 -4.5181  C87 1.090
154 H 10.6194 11.7569 1.6865  C56 1.090
155 H 6.1338 6.6745 6.2010  C93 1.090
156 H 5.5490 7.5499 7.8184  C93 1.090
157 H -6.2670 0.2033 -8.2904  C72 1.090
158 H 1.0776 -0.6288 8.7826  C63 1.090
159 H -11.0390 -5.3396 2.3159  C74 1.090
160 H -6.0955 -7.5634 -4.0943  C87 1.090
161 H 0.4034 -0.8101 1.0176  C45 1.090
162 H -9.3195 -5.5022 2.6157  C74 1.090
163 H -2.2666 -0.7741 -1.5490  C38 1.090
164 H -6.2881 6.2864 4.7761  C90 1.090
165 H -8.4512 1.4751 -6.8388  C61 1.090
166 H -6.8027 -1.1696 -10.2450  C62 1.090
167 H -1.5240 0.7625 -1.6410  C38 1.090
168 H 4.7991 -6.3911 -0.5477  C48 1.090
169 H -10.9310 -9.5006 4.9183  C80 1.090
170 H -9.9403 -9.4737 6.4257  C80 1.090
171 H 5.4479 -5.3696 6.4273  C81 1.090
172 H 6.0006 -6.6873 -3.4005  C86 1.090
173 H -0.3459 8.2673 -4.9573  C68 1.090
174 H -9.7851 -3.9299 2.4684  C74 1.090
175 H 9.2038 10.6850 0.3114  C65 1.090
176 H 6.9257 -5.0379 5.3859  C81 1.090
177 H -7.8057 -5.2335 6.1341  C66 1.090
178 H -12.3412 -2.0400 -13.0017  C70 1.090
179 H 5.9010 -12.3739 8.5177  C92 1.090
180 H 11.1844 13.8664 -0.3098  C71 1.090
181 H -7.7333 -9.7436 6.1963  C39 1.090
182 H -2.6069 8.9382 -5.7900  C67 1.090
183 H 6.9674 -9.0429 5.4763  C59 1.090
184 H 2.4088 -4.5219 -11.9017  C75 1.090
185 H 1.8551 4.6984 -0.2029  C51 1.090
186 H 0.1797 2.8574 -0.7180  C41 1.090
187 H -3.3128 4.0291 3.7794  C82 1.090
188 H 0.0545 -1.6410 -0.2898  C45 1.090
189 H 9.1505 6.0141 6.2715  C47 1.090
190 H 5.6399 -9.0021 -3.0124  C60 1.090
191 H 0.0455 9.9817 -4.6588  C68 1.090
192 H 7.8140 11.9281 -3.9430  C85 1.090
193 H 3.6157 2.1029 1.8786  C69 1.090
194 H -6.8682 2.1185 -6.8311  C61 1.090
195 H 7.0858 -5.5169 7.1752  C81 1.090
196 H 1.9363 -2.0534 -11.7502  C91 1.090
197 H -7.2730 -7.9502 -6.6079  C79 1.090
198 H -2.7761 11.4692 -6.7632  C53 1.090
199 H -8.3643 -1.9471 -11.5903  C76 1.090
200 H -6.1136 4.5960 5.1244  C90 1.090
201 H -7.9778 -0.1177 -8.3706  C72 1.090
202 H -5.8260 -5.9377 -7.2630  C42 1.090
203 H -12.0691 -3.6339 -13.0289  C70 1.090
204 H 7.1314 10.4577 -0.8338  C73 1.090
205 H -4.9886 -7.0263 -6.1991  C42 1.090
206 H -10.1459 -4.0119 6.0265  C57 1.090

For the HOMO energy, the calculation gives -9.1 eV. The value obtained for the LUMO energy is 0.07 eV. The value obtained for the total energy is -135653.308 eV. The orbital gap is 9.14 eV. Its energy above the lowest of the compared OMol25 structures with the same formula, charge and spin is 177.6 kcal/mol. The maximum force is 9.7 eV Å⁻¹. The net charge is 0. The spin multiplicity is 1. Its structure (SMILES) is C[C@H]1COC(=O)O1.C[C@H]1COC(=O)O1.C[C@H]1COC(=O)O1.C[C@H]1COC(=O)O1.C[C@H]1COC(=O)O1.C[C@H]1COC(=O)O1.C[C@H]1COC(=O)O1.COCCOCCOC.COCCOCCOC.COCCOCCOC.COCCOCCOC.COCCOCCOC.